(1)
C17H23MoO3 as an isolated structure in a non-equilibrium geometry. Source: OMol25; level of theory: ωB97M-V/def2-TZVPD.

Output
energy: -955.27578 a.u.
spin multiplicity: 3
net charge: -1
E_LUMO (alpha / beta): 2.462 / 2.586 eV
Kohn-Sham gap (alpha / beta): 0.1824 / 0.2208 hartree
HOMO energy (alpha / beta): -2.50 / -3.42 eV

Each line ends with the Löwdin spin population.
Element x y z (Å)
Mo  -0.07  0.38  0.47  0.777
C  2.07  0.33  1.65  0.012
C  2.32  -0.59  0.57  -0.011
C  2.16  0.12  -0.67  0.026
H  2.64  -1.62  0.65  0.000
C  1.80  1.49  -0.37  -0.010
C  1.75  1.62  1.08  -0.001
H  1.61  2.54  1.62  0.000
H  2.18  0.11  2.70  0.001
H  2.37  -0.27  -1.65  0.001
H  1.69  2.28  -1.10  0.000
C  -2.17  0.21  1.17  0.063
C  -1.68  1.49  1.55  0.018
C  -1.33  2.20  0.36  0.002
H  -1.64  1.88  2.58  0.002
C  -1.63  1.37  -0.76  0.011
C  -2.14  0.12  -0.26  -0.006
H  -2.50  -0.72  -0.88  0.000
H  -2.59  -0.57  1.85  0.005
H  -0.96  3.24  0.30  0.001
H  -1.53  1.63  -1.83  0.002
O  0.11  -1.46  -1.21  0.127
C  -0.24  -0.59  -4.41  0.522
C  0.34  -1.90  -4.10  0.057
C  0.63  0.71  -4.18  0.061
C  -1.82  -0.48  -4.29  0.058
C  0.36  -2.18  -2.25  0.123
H  1.45  -2.10  -4.31  0.007
H  -0.20  -2.85  -4.42  0.008
H  -0.24  -3.10  -2.11  0.015
H  1.39  -2.52  -2.06  0.012
H  0.77  1.19  -5.14  0.017
H  1.61  0.42  -3.68  0.002
H  0.19  1.40  -3.41  0.010
H  -2.21  -0.54  -5.30  0.016
H  -2.17  0.41  -3.74  0.004
H  -2.19  -1.35  -3.65  0.008
C  -0.05  -2.55  2.75  0.003
C  -0.50  -3.26  1.54  0.003
O  -0.87  -4.45  1.55  0.002
O  -0.50  -2.53  0.48  0.052
H  -0.15  -3.20  3.61  0.000
H  -0.63  -1.63  2.91  0.002
H  1.00  -2.25  2.64  0.000


(2)
C17H23N2O6RuS2Se2 as an isolated structure. Source: OMol25; level of theory: ωB97M-V/def2-TZVPD.

Output
energy: -6916.65603 a.u.
spin multiplicity: 6
net charge: -2
E_LUMO (alpha / beta): 4.142 / 3.979 eV
Kohn-Sham gap (alpha / beta): 0.2122 / 0.2512 hartree
HOMO energy (alpha / beta): -1.63 / -2.86 eV

Each line ends with the Löwdin spin population.
Element x y z (Å)
Ru  0.67  0.83  -1.77  3.638
O  0.38  2.63  -0.38  0.094
N  -0.81  3.11  -0.10  0.013
C  -0.99  3.75  1.08  0.005
C  -2.21  4.23  1.46  0.005
C  -3.31  4.04  0.62  0.004
C  -3.13  3.36  -0.56  0.008
C  -1.86  2.90  -0.96  0.023
S  -1.58  2.07  -2.43  0.133
H  -0.09  3.83  1.68  0.001
H  -2.30  4.75  2.40  0.000
H  -4.29  4.41  0.91  0.000
H  -3.95  3.17  -1.23  0.002
O  5.11  -0.17  0.49  0.006
C  3.98  -0.92  0.08  0.003
C  3.96  -1.21  -1.43  0.005
C  5.16  -2.12  -1.72  0.001
O  5.37  -2.40  -3.10  0.000
C  2.68  -1.97  -1.84  0.043
Se  0.98  -1.51  -0.94  0.303
C  4.14  0.08  -2.23  0.038
Se  3.11  1.68  -1.67  0.294
H  4.98  0.73  0.15  0.007
H  3.06  -0.41  0.36  0.001
H  4.01  -1.87  0.63  0.001
H  5.02  -3.06  -1.17  0.000
H  6.07  -1.65  -1.36  0.000
H  4.51  -2.63  -3.49  0.000
H  2.81  -3.04  -1.64  0.007
H  2.49  -1.84  -2.90  0.002
H  3.90  -0.08  -3.28  0.002
H  5.19  0.39  -2.18  0.008
C  0.77  0.41  -3.99  0.249
H  -0.08  -0.21  -4.30  0.024
H  1.70  -0.10  -4.26  0.024
H  0.73  1.37  -4.50  0.023
N  -1.69  -0.20  0.20  0.022
C  -2.38  -0.72  1.31  0.001
C  -3.02  0.14  2.21  0.001
C  -3.72  -0.38  3.28  0.000
C  -3.80  -1.75  3.48  0.001
C  -3.14  -2.60  2.61  0.000
C  -2.43  -2.09  1.53  0.002
S  -4.85  -2.40  4.78  0.000
O  -4.31  -3.71  5.10  0.000
O  -4.76  -1.43  5.87  0.000
O  -6.18  -2.44  4.16  0.000
H  -1.98  0.73  -0.06  0.001
H  -1.65  -0.82  -0.59  0.003
H  -2.96  1.21  2.05  0.000
H  -4.23  0.27  3.99  0.000
H  -3.20  -3.67  2.80  0.000
H  -1.89  -2.75  0.85  0.001


(3)
A 2-piece molecular cluster, C17H23N2O8PS overall in a non-equilibrium geometry. Source: OMol25; level of theory: ωB97M-V/def2-TZVPD.

Output
energy: -2112.69118 a.u.
E_LUMO: 0.033 eV
Kohn-Sham gap: 0.3167 hartree
SMILES: COc1ccc2c(CP(=O)(O)O)cc(=O)oc2c1.CNC(=O)[C@H](CS)NC(C)=O
HOMO energy: -8.58 eV

Each line ends with the natural charge from an NBO analysis.
Element x y z (Å)
C  -2.34  1.88  6.40  -0.255
O  -3.49  1.05  6.17  -0.492
C  -3.74  0.64  4.89  0.329
C  -3.25  1.28  3.74  -0.328
C  -3.53  0.78  2.47  -0.112
C  -4.30  -0.38  2.31  -0.187
C  -4.57  -0.99  1.01  0.082
C  -4.00  -0.46  -0.28  -0.854
P  -2.26  -0.87  -0.46  2.349
O  -1.93  -2.23  -0.03  -1.140
O  -1.32  -0.01  0.46  -0.993
O  -1.85  -0.65  -1.97  -0.971
C  -5.37  -2.10  0.98  -0.289
C  -5.92  -2.66  2.21  0.731
O  -6.64  -3.64  2.05  -0.563
O  -5.63  -2.12  3.42  -0.441
C  -4.83  -1.00  3.46  0.337
C  -4.54  -0.48  4.72  -0.283
H  -2.15  1.95  7.47  0.206
H  -2.51  2.89  6.01  0.177
H  -1.45  1.46  5.92  0.183
H  -2.65  2.18  3.81  0.224
H  -3.14  1.32  1.61  0.219
H  -4.51  -0.90  -1.14  0.276
H  -4.12  0.62  -0.34  0.257
H  -1.23  -0.66  1.18  0.527
H  -0.91  -0.87  -1.96  0.519
H  -5.61  -2.61  0.06  0.238
H  -4.95  -0.97  5.60  0.243
C  6.99  0.27  -3.04  -0.420
N  6.46  -0.79  -2.19  -0.603
C  5.22  -0.94  -1.70  0.660
O  5.03  -1.85  -0.90  -0.629
C  4.04  -0.04  -2.14  -0.159
C  2.67  -0.66  -1.76  -0.513
S  1.28  0.41  -2.24  -0.054
N  4.01  0.31  -3.57  -0.618
C  4.11  1.56  -4.03  0.686
C  3.87  1.75  -5.51  -0.710
O  4.38  2.52  -3.32  -0.642
H  6.68  0.13  -4.07  0.192
H  6.64  1.25  -2.69  0.222
H  8.08  0.27  -3.00  0.213
H  7.12  -1.48  -1.85  0.410
H  4.15  0.87  -1.56  0.255
H  2.57  -1.62  -2.26  0.232
H  2.64  -0.83  -0.69  0.251
H  1.60  1.46  -1.46  0.141
H  3.78  -0.41  -4.22  0.398
H  2.83  1.48  -5.74  0.232
H  4.04  2.79  -5.76  0.247
H  4.55  1.12  -6.07  0.221


(4)
C17H23N3O3 in the gas phase in a non-equilibrium geometry. Source: OMol25; level of theory: ωB97M-V/def2-TZVPD.

Output
energy: -1051.65910 a.u.
E_LUMO: 0.672 eV
Kohn-Sham gap: 0.3253 hartree
SMILES: CC[C@H](C)[C@H](NC(=O)[C@@H](N)Cc1c[nH]c2ccccc12)C(=O)O
HOMO energy: -8.18 eV

Each line ends with the natural charge from an NBO analysis.
Element x y z (Å)
C  4.65  0.42  0.02  -0.613
C  3.96  -0.05  -1.25  -0.388
C  2.41  0.09  -1.32  -0.195
C  1.95  1.54  -1.22  -0.632
C  1.67  -0.90  -0.40  -0.174
N  0.29  -1.02  -0.82  -0.610
C  -0.48  -2.10  -0.52  0.696
O  -0.04  -3.07  0.10  -0.688
C  -1.96  -2.03  -0.92  -0.131
N  -2.49  -3.32  -1.29  -0.807
C  -2.77  -1.47  0.27  -0.409
C  -2.17  -0.19  0.82  -0.118
C  -1.47  -0.07  1.97  -0.006
N  -0.92  1.18  2.09  -0.544
C  -1.25  1.89  0.95  0.203
C  -0.89  3.20  0.56  -0.247
C  -1.35  3.64  -0.65  -0.221
C  -2.17  2.83  -1.48  -0.241
C  -2.52  1.56  -1.09  -0.209
C  -2.06  1.07  0.15  -0.141
C  1.69  -0.59  1.12  0.797
O  1.98  0.48  1.61  -0.605
O  1.33  -1.62  1.89  -0.685
H  4.36  -0.18  0.90  0.208
H  4.39  1.45  0.25  0.211
H  5.72  0.33  -0.06  0.210
H  4.20  -1.12  -1.43  0.198
H  4.34  0.50  -2.13  0.204
H  2.16  -0.27  -2.34  0.209
H  0.87  1.66  -1.40  0.207
H  2.44  2.15  -1.96  0.214
H  2.14  1.96  -0.24  0.237
H  2.12  -1.92  -0.52  0.233
H  -0.18  -0.18  -1.15  0.426
H  -2.06  -1.36  -1.77  0.198
H  -2.08  -3.61  -2.16  0.357
H  -2.20  -4.00  -0.60  0.369
H  -2.78  -2.23  1.07  0.222
H  -3.81  -1.34  -0.03  0.230
H  -1.25  -0.83  2.73  0.225
H  -0.15  1.37  2.69  0.429
H  -0.26  3.83  1.21  0.222
H  -1.07  4.65  -1.00  0.217
H  -2.52  3.24  -2.44  0.217
H  -3.17  0.95  -1.70  0.213
H  0.99  -2.33  1.34  0.512


(5)
C17H23N3OS2Sn as an isolated structure. Source: OMol25; level of theory: ωB97M-V/def2-TZVPD.

Output
energy: -1911.28590 a.u.
net charge: +2
E_LUMO: -6.393 eV
Kohn-Sham gap: 0.2987 hartree
HOMO energy: -14.52 eV

Each line ends with the natural charge from an NBO analysis.
Element x y z (Å)
Sn  -0.23  2.00  -1.83  1.378
C  -3.46  -4.59  1.24  -0.644
C  -3.36  -3.13  0.95  0.054
C  -4.45  -2.43  0.43  -0.202
C  -4.37  -1.07  0.19  -0.188
C  -3.19  -0.40  0.49  -0.252
C  -2.09  -1.07  1.00  -0.221
C  -2.18  -2.43  1.22  -0.196
S  -3.18  1.33  0.18  1.314
C  -2.73  1.98  1.77  -0.806
O  -1.92  1.61  -0.68  -1.122
H  -4.07  -5.10  0.50  0.237
H  -3.92  -4.75  2.22  0.249
H  -2.48  -5.06  1.26  0.228
H  -5.36  -2.96  0.21  0.239
H  -5.22  -0.54  -0.22  0.240
H  -1.17  -0.54  1.22  0.218
H  -1.32  -2.96  1.62  0.228
H  -1.79  1.54  2.10  0.239
H  -3.53  1.73  2.46  0.270
H  -2.65  3.06  1.68  0.259
C  2.30  3.23  2.99  -0.590
C  2.79  2.13  2.05  -0.171
C  2.90  0.78  2.77  -0.590
C  4.13  2.52  1.40  -0.591
C  1.79  1.98  0.97  0.559
N  1.01  1.85  0.14  -0.570
H  3.05  3.37  3.77  0.244
H  1.36  2.96  3.47  0.222
H  2.17  4.18  2.47  0.229
H  3.65  0.88  3.56  0.244
H  3.22  -0.01  2.10  0.225
H  1.95  0.50  3.24  0.222
H  4.86  2.64  2.20  0.244
H  4.05  3.46  0.86  0.228
H  4.49  1.74  0.73  0.224
S  0.05  -0.59  -2.00  -0.198
C  0.98  -0.54  -3.43  0.293
N  1.24  -1.70  -4.08  -0.489
C  1.97  -1.76  -5.21  0.137
C  2.48  -0.61  -5.73  -0.301
C  2.18  0.57  -5.04  0.177
N  1.47  0.60  -3.92  -0.496
H  0.85  -2.56  -3.69  0.454
H  2.12  -2.74  -5.64  0.259
H  3.07  -0.61  -6.63  0.276
H  2.54  1.53  -5.40  0.237


(6)
C17H23N5O2Rh as an isolated structure. Source: OMol25; level of theory: ωB97M-V/def2-TZVPD.

Output
energy: -1195.43996 a.u.
net charge: +3
E_LUMO: -12.230 eV
Kohn-Sham gap: 0.1825 hartree
HOMO energy: -17.20 eV

Each line ends with the natural charge from an NBO analysis.
Element x y z (Å)
Rh  0.46  -0.65  -0.96  1.114
N  1.55  -0.85  -2.76  -0.783
C  1.66  0.46  -3.48  -0.247
C  1.79  1.55  -2.43  -0.258
N  0.72  1.39  -1.38  -0.561
C  -0.60  1.97  -1.76  -0.264
C  -1.45  0.92  -2.46  -0.255
N  -1.39  -0.32  -1.63  -0.604
H  1.34  -1.60  -3.42  0.426
H  2.49  -1.07  -2.41  0.414
H  2.53  0.46  -4.15  0.269
H  0.78  0.59  -4.10  0.221
H  2.76  1.49  -1.93  0.240
H  1.72  2.54  -2.89  0.263
H  1.04  1.90  -0.56  0.435
H  -1.09  2.28  -0.84  0.245
H  -0.48  2.86  -2.38  0.264
H  -2.48  1.24  -2.57  0.277
H  -1.07  0.67  -3.45  0.226
H  -1.99  -0.22  -0.80  0.426
H  -1.77  -1.12  -2.15  0.434
O  -0.62  4.98  4.41  -0.626
C  -0.59  3.69  4.75  0.754
O  -0.74  3.31  5.87  -0.477
C  -0.39  2.68  3.64  -0.088
C  0.60  1.72  3.80  -0.139
C  0.72  0.67  2.90  -0.234
C  -0.19  0.58  1.85  0.127
C  -1.18  1.54  1.66  -0.276
C  -1.27  2.59  2.56  -0.163
N  -0.14  -0.58  0.99  -0.443
C  -0.20  -1.75  1.54  0.186
C  -0.08  -2.93  0.70  0.086
C  -0.25  -4.21  1.17  -0.136
C  -0.20  -5.27  0.26  -0.077
C  0.01  -4.99  -1.08  -0.185
C  0.18  -3.67  -1.48  0.086
N  0.15  -2.66  -0.62  -0.460
H  -0.37  5.14  3.49  0.489
H  1.27  1.78  4.65  0.274
H  1.50  -0.07  3.03  0.237
H  -1.94  1.42  0.91  0.203
H  -2.07  3.32  2.46  0.257
H  -0.36  -1.85  2.61  0.263
H  -0.42  -4.39  2.22  0.276
H  -0.33  -6.29  0.60  0.283
H  0.04  -5.78  -1.82  0.283
H  0.35  -3.44  -2.53  0.216